Entry from OMol25: one molecule with the formula C5H6Br2O2 at a distorted geometry (ωB97M-V/def2-TZVPD).

Geometry as ORCA input:
```
! RIJCOSX wB97M-V def2-TZVPD def2/J DEFGRID3
* xyz 0 1
Br 2.35907 0.57954 0.49127
Br -2.18121 0.85353 0.29166
O 0.10618 -1.32960 -1.31374
O -0.64023 -3.14591 -0.18073
C -0.29218 -2.03341 -0.37658
C -0.38975 0.38751 0.90091
C -0.29554 -1.15396 1.12910
C 0.39337 1.70768 -1.26105
C 0.58990 0.94911 -0.01657
H 0.52110 -1.55860 1.70065
H -1.25135 -1.54148 1.58624
H 1.27236 1.30867 -1.94177
H -0.08045 0.81706 1.82903
H 0.39880 2.77014 -1.12001
H -0.51008 1.38972 -1.71842
*
```

Properties
Energy relative to the best compared isomer or geometry (same formula, charge and spin) in kJ/mol: 132.6
HOMO-LUMO gap (spin up / spin down) in eV: 6.22 / 6.08
HOMO (spin up / spin down) in eV: -8.54 / -8.49
LUMO energy (spin up / spin down) in eV: -2.32 / -2.40



Entry from OMol25: C5H6Br6O3 as an isolated structure at a distorted geometry (ωB97M-V/def2-TZVPD).

Geometry as ORCA input:
```
! RIJCOSX wB97M-V def2-TZVPD def2/J DEFGRID3
* xyz 0 1
Br 0.13423 2.73186 -0.20104
Br 3.12786 1.62613 0.84708
Br -3.52747 2.25726 -1.55394
Br 2.26026 0.88843 -2.12604
Br -1.30957 0.55545 -3.25815
Br -3.42714 -0.95390 -1.24325
O -0.22419 0.11384 3.38115
O 1.10253 -1.38520 2.17084
O -0.95926 -0.90315 1.47944
C -2.30873 0.68031 -1.58350
C 2.04025 2.31406 -0.71448
C 1.08423 -1.66952 0.82266
C -0.10436 -0.69602 2.44895
C -0.44640 -1.80615 0.51783
H -1.63060 0.82697 -0.74283
H 1.47359 -2.65065 0.55086
H 1.60559 -0.91162 0.23795
H -0.63370 -1.36351 -0.46048
H 2.57242 3.17134 -1.12675
H -0.82955 -2.82596 0.55371
*
```

Properties
Energy relative to the best compared isomer or geometry (same formula, charge and spin) in kJ/mol: 51.6
HOMO-LUMO gap in eV: 9.53
HOMO in eV: -10.49
LUMO energy in eV: -0.96



Entry from OMol25: a 2-piece molecular cluster, C5H6BrNO3S overall at a distorted geometry (ωB97M-V/def2-TZVPD).

Geometry as ORCA input:
```
! RIJCOSX wB97M-V def2-TZVPD def2/J DEFGRID3
* xyz 0 1
Br -1.01548 1.67348 -2.71704
S 0.02697 3.13041 -1.42841
O 1.38948 2.84367 -1.65074
O -0.55154 4.44116 -1.63921
O 0.86920 -0.25936 1.16181
N 1.39585 -0.24575 0.06718
C -0.84134 2.09401 1.14716
C 1.47953 -0.11437 -1.08126
C 2.05156 -0.41941 -2.38551
C -1.46022 1.76546 2.38838
C -0.52687 2.48373 0.06594
H 2.71668 0.28998 -2.80004
H 2.61652 -1.39612 -2.43492
H -2.56927 1.78146 2.30992
H 1.20532 -0.64026 -3.16169
H -1.12967 0.68271 2.57704
H -1.06203 2.35699 3.31345
*
```

Properties
Energy relative to the best compared isomer or geometry (same formula, charge and spin) in kJ/mol: 119.7
HOMO-LUMO gap in eV: 9.37
HOMO in eV: -9.61
LUMO energy in eV: -0.24
SMILES string: CC#CS(=O)(=O)Br.CC#[N+][O-]



Entry from OMol25: one molecule with the formula C5H6BrPS at a distorted geometry (ωB97M-V/def2-TZVPD).

Geometry as ORCA input:
```
! RIJCOSX wB97M-V def2-TZVPD def2/J DEFGRID3
* xyz 0 1
Br 1.60718 1.64637 -4.07452
S -1.36642 -1.38105 -0.42550
P 0.44650 2.00803 -2.22940
C -1.14714 0.14159 1.53985
C -0.20190 -0.12434 -0.51863
C -1.92695 -0.84027 1.05822
C 0.49384 0.27065 -1.77049
C -0.16850 0.57193 0.65500
H 1.67971 -0.13421 -1.64527
H 0.73966 1.14411 0.77079
H 0.17956 -0.21891 -2.74907
H -1.27749 0.57100 2.60720
H -2.79455 -1.24860 1.44267
H -0.80596 1.70903 -2.82457
*
```

Properties
Energy relative to the best compared isomer or geometry (same formula, charge and spin) in kJ/mol: 0.0
HOMO-LUMO gap in eV: 9.34
HOMO in eV: -8.85
LUMO energy in eV: 0.49
SMILES string: BrPCc1cccs1



Entry from OMol25: one molecule with the formula C5H6Cl2 at a distorted geometry (ωB97M-V/def2-TZVPD).

Geometry as ORCA input:
```
! RIJCOSX wB97M-V def2-TZVPD def2/J DEFGRID3
* xyz 0 1
Cl 1.19838 -1.54018 -0.42964
Cl 0.89308 1.67849 -0.49903
C 0.40673 0.83077 0.91106
C 0.53274 -0.65671 0.95361
C -2.97105 -0.08641 -0.42548
C -0.83685 -0.06538 0.90161
C -1.68968 -0.33348 -0.30013
H 0.63097 1.36362 1.82766
H -1.39432 -0.03478 1.87106
H -3.57916 -0.28262 -1.32276
H 0.82433 -1.08006 1.91704
H -3.50688 0.36364 0.33843
H -1.18123 -0.81386 -1.08802
*
```

Properties
Energy relative to the best compared isomer or geometry (same formula, charge and spin) in kJ/mol: 53.5
HOMO-LUMO gap in eV: 10.37
HOMO in eV: -9.58
LUMO energy in eV: 0.79
SMILES string: C=C[C@@H]1[C@H](Cl)[C@@H]1Cl



Entry from OMol25: an isolated ion of composition C5H6Cl2FN2 and charge +1 at a distorted geometry (ωB97M-V/def2-TZVPD).

Geometry as ORCA input:
```
! RIJCOSX wB97M-V def2-TZVPD def2/J DEFGRID3
* xyz 1 1
Cl 0.62012 -2.40528 -0.61452
Cl -3.45563 0.45163 -1.00977
F -0.04737 -1.30032 2.09199
N -0.86335 -0.22760 -0.91186
N -1.53344 1.10860 0.81828
C -0.54680 0.89372 1.52562
C 0.26136 -0.25630 1.28134
C -1.87806 0.34501 -0.30816
C 1.54590 0.13656 -0.99327
C 0.39580 -0.56062 -0.31184
H 1.39374 -0.11934 1.63129
H 1.73359 -0.16934 -2.00389
H -0.39919 1.50214 2.39161
H 2.43282 -0.11765 -0.37314
H 1.22957 1.18154 -1.25691
H -0.88904 -0.46275 -1.95677
*
```

Properties
Energy relative to the best compared isomer or geometry (same formula, charge and spin) in kJ/mol: 42.0
HOMO-LUMO gap in eV: 9.16
HOMO in eV: -15.42
LUMO energy in eV: -6.26
SMILES string: C[C@]1(Cl)[NH+]=C(Cl)N=C[C@H]1F



Entry from OMol25: C5H6Cl2HoO4SY as an isolated structure at a distorted geometry (ωB97M-V/def2-TZVPD).

Geometry as ORCA input:
```
! RIJCOSX wB97M-V def2-TZVPD def2/J DEFGRID3
* xyz 4 5
Ho 5.73003 0.85408 -0.30011
Y 1.12382 -0.42391 -0.42737
Cl 3.21912 1.38182 0.28437
Cl 5.47320 -1.54063 -0.50712
S -1.46387 -1.44881 -2.75091
O 8.70062 2.99132 0.46568
O -1.53162 0.29371 1.59938
O 9.25739 0.12412 -0.45428
O -0.22886 -1.12746 -1.85936
C -2.04801 -3.12453 -2.33940
C -2.77559 -0.48852 -1.92452
C 8.16030 0.50006 -0.38209
C -0.58457 0.03576 0.98006
C 7.71478 2.39526 0.25400
H -2.64554 -3.40000 -3.23064
H -2.69812 -3.21854 -1.46256
H -3.31957 -1.15417 -1.25067
H -2.31115 0.33424 -1.34916
H -3.49007 -0.05377 -2.64233
H -1.19568 -3.78751 -2.25529
*
```

Properties
Energy relative to the best compared isomer or geometry (same formula, charge and spin) in kJ/mol: 151.8
HOMO-LUMO gap in eV: 7.41
HOMO in eV: -23.56
LUMO energy in eV: -16.15



Entry from OMol25: C5H6Cl2IrO4STb as an isolated structure at a distorted geometry (ωB97M-V/def2-TZVPD).

Geometry as ORCA input:
```
! RIJCOSX wB97M-V def2-TZVPD def2/J DEFGRID3
* xyz 4 11
Ir -0.28129 -0.36321 -6.67251
Tb -0.44546 -0.95853 0.63808
Cl 1.75198 -2.02232 0.90442
Cl -0.67274 1.41445 -5.27572
S 0.87000 1.38648 2.82955
O -1.24955 -3.19994 3.28142
O -1.06340 0.77776 -9.36431
O 0.01880 0.79319 1.68134
O 0.70127 -3.21897 -7.10172
C -0.28697 2.44941 3.72100
C 0.90165 -0.01436 3.97606
C 0.31685 -2.13027 -6.95159
C -0.76722 0.34152 -8.31993
C -1.10336 -2.47883 2.39050
H 0.24129 2.74247 4.64338
H 1.40772 -0.86390 3.48423
H -0.13067 -0.27985 4.26363
H -1.23616 1.94150 3.93112
H -0.44919 3.34156 3.09760
H 1.47646 0.34183 4.84344
*
```

Properties
HOMO-LUMO gap (spin up / spin down) in eV: 4.18 / 2.99
HOMO (spin up / spin down) in eV: -21.48 / -22.15
LUMO energy (spin up / spin down) in eV: -17.30 / -19.15



Entry from OMol25: one molecule with the formula C5H6ClF at a distorted geometry (ωB97M-V/def2-TZVPD).

Geometry as ORCA input:
```
! RIJCOSX wB97M-V def2-TZVPD def2/J DEFGRID3
* xyz 0 1
Cl 0.53985 -0.78694 -2.89293
F 1.73125 -0.61064 -0.02240
C -0.49914 -1.51432 -0.50046
C -0.62443 -0.53089 -1.63539
C 0.58982 1.81915 1.45884
C -0.05522 0.71964 0.94695
C 0.38315 -0.47518 0.25151
H -1.26058 0.38003 -1.50454
H 0.10558 2.47473 2.14700
H -0.03727 -2.44858 -0.73486
H 1.67622 1.79031 1.62574
H -1.12128 1.00286 0.93822
H -1.42795 -1.82018 -0.07768
*
```

Properties
Energy relative to the best compared isomer or geometry (same formula, charge and spin) in kJ/mol: 291.3
HOMO-LUMO gap (spin up / spin down) in eV: 7.80 / 7.69
HOMO (spin up / spin down) in eV: -7.71 / -7.80
LUMO energy (spin up / spin down) in eV: 0.08 / -0.11



Entry from OMol25: one molecule with the formula C5H6ClFN2 at a distorted geometry (ωB97M-V/def2-TZVPD).

Geometry as ORCA input:
```
! RIJCOSX wB97M-V def2-TZVPD def2/J DEFGRID3
* xyz 0 1
Cl 2.39752 1.33021 0.86994
F 1.45850 -0.38200 -1.76141
N -0.67911 0.80243 -0.92772
N -2.04207 0.97052 -1.03707
C 1.76197 -0.97696 -0.57377
C -2.49365 0.61613 0.13106
C 1.38844 -0.11593 0.64160
C -0.36561 0.26162 0.25136
C -1.47617 0.12784 1.03858
H 1.25448 -0.66211 1.64868
H -1.73722 -0.31452 2.05560
H -0.05165 0.74472 -1.77700
H 1.35514 -1.99792 -0.36169
H -3.57236 0.56872 0.33723
H 2.80179 -0.97273 -0.53539
*
```

Properties
Energy relative to the best compared isomer or geometry (same formula, charge and spin) in kJ/mol: 90.5
HOMO-LUMO gap in eV: 10.22
HOMO in eV: -9.44
LUMO energy in eV: 0.78
SMILES string: FC[C@@H](Cl)c1ccn[nH]1



Entry from OMol25: a 2-piece molecular cluster, C5H6ClN2O overall at a distorted geometry (ωB97M-V/def2-TZVPD).

Geometry as ORCA input:
```
! RIJCOSX wB97M-V def2-TZVPD def2/J DEFGRID3
* xyz -1 1
Cl -3.81843 -0.31522 0.31324
O 2.01396 1.72150 -0.62348
N 1.57162 -1.95622 0.23749
N 1.27644 0.74453 -0.36571
C 0.06036 0.59053 -0.13777
C 2.36803 -1.09884 -0.14244
C -0.39810 -0.67866 0.20469
C -0.96990 1.67536 -0.21502
C 0.24487 -1.87320 0.44558
H -0.90053 2.32463 0.65145
H 3.35410 -1.05676 -0.41523
H -0.22391 -2.88090 0.79501
H -1.91994 1.14568 -0.07504
H -1.55376 -0.73835 0.37751
H -1.10481 2.39591 -1.05029
*
```

Properties
HOMO-LUMO gap in eV: 7.38
HOMO in eV: -4.37
LUMO energy in eV: 3.00



Entry from OMol25: an isolated ion of composition C5H6ClN2O3S2 and charge -1 at a distorted geometry (ωB97M-V/def2-TZVPD).

Geometry as ORCA input:
```
! RIJCOSX wB97M-V def2-TZVPD def2/J DEFGRID3
* xyz -1 1
Cl -2.16895 1.73337 -0.20354
S 3.40908 0.46094 0.24933
S -0.13159 1.68175 0.06263
O -0.00825 3.36696 0.08156
O -0.62247 -2.59794 0.22690
O 0.22739 1.43869 -1.32098
N 1.09283 -0.36300 0.35725
N -0.24496 -0.30339 0.69042
C 1.91025 0.49286 1.08444
C -2.48403 -1.14951 0.81510
C 1.55365 -1.06623 -0.76498
C -0.95634 -1.45459 0.54583
C 2.82294 -0.71082 -0.94261
H 0.84807 -1.50449 -1.43147
H 3.64736 -0.84948 -1.60762
H -2.40691 -0.52205 1.66572
H -0.43499 3.90570 -0.69112
H -3.10647 -1.97708 1.12924
H -2.94662 -0.58169 0.05392
*
```

Properties
Energy relative to the best compared isomer or geometry (same formula, charge and spin) in kJ/mol: 55.6
HOMO-LUMO gap in eV: 7.89
HOMO in eV: -4.82
LUMO energy in eV: 3.06



Entry from OMol25: a 2-piece molecular cluster, C5H6ClNO2 overall at a distorted geometry (ωB97M-V/def2-TZVPD).

Geometry as ORCA input:
```
! RIJCOSX wB97M-V def2-TZVPD def2/J DEFGRID3
* xyz 0 1
Cl 2.14584 -0.73773 -2.28439
O -1.58362 -1.48855 0.06923
O -1.75418 0.81106 -0.37372
N 1.98172 -0.40897 0.47816
C -1.33536 -0.29042 -0.26616
C 1.88693 0.82157 -0.00334
C 1.39326 -0.21010 -0.84839
C -3.03231 -1.86726 0.36942
C 2.42166 2.10170 0.33182
H 2.31294 2.75444 -0.59888
H -2.95631 -2.58945 1.30486
H 2.12942 2.57997 1.25140
H -3.40249 -2.35067 -0.51187
H 3.45024 1.93231 0.55968
H -3.65773 -1.05790 0.52219
*
```

Properties
Energy relative to the best compared isomer or geometry (same formula, charge and spin) in kJ/mol: 468.4
HOMO-LUMO gap (spin up / spin down) in eV: 8.22 / 7.80
HOMO (spin up / spin down) in eV: -7.82 / -7.54
LUMO energy (spin up / spin down) in eV: 0.40 / 0.26



Entry from OMol25: an isolated ion of composition C5H6ClO3 and charge -1 at a distorted geometry (ωB97M-V/def2-TZVPD).

Geometry as ORCA input:
```
! RIJCOSX wB97M-V def2-TZVPD def2/J DEFGRID3
* xyz -1 1
Cl -2.85322 -1.52652 0.49741
O 3.67601 -1.08803 0.45887
O 1.93153 -0.49859 -0.86377
O 2.21452 0.36289 1.31345
C 2.68024 -0.39606 0.46043
C 0.69516 0.01166 -0.92143
C -1.52955 -0.42419 0.09142
C -0.36947 -0.85971 -0.43856
C -1.82930 0.99847 0.50265
H -2.84528 1.21107 0.52963
H 0.45727 0.87395 -0.26506
H -1.31691 1.80128 -0.13848
H -1.34058 1.17481 1.52299
H -0.08731 -1.85945 -0.69651
H 0.51688 0.21843 -2.05305
*
```

Properties
Energy relative to the best compared isomer or geometry (same formula, charge and spin) in kJ/mol: 33.6
HOMO-LUMO gap in eV: 7.84
HOMO in eV: -4.71
LUMO energy in eV: 3.13
SMILES string: C/C(Cl)=C\COC(=O)[O-]



Entry from OMol25: one molecule with the formula C5H6ClOPS at a distorted geometry (ωB97M-V/def2-TZVPD).

Geometry as ORCA input:
```
! RIJCOSX wB97M-V def2-TZVPD def2/J DEFGRID3
* xyz 0 1
Cl -3.33758 1.65000 -0.07746
S 0.45192 1.13182 0.34774
P -2.73881 0.09444 1.12901
O -3.38310 -1.13381 0.73849
C -0.41944 -1.30755 0.50344
C 1.12683 1.48186 -1.35161
C 1.60639 -0.23877 0.59844
C 0.98938 -1.44452 0.51131
C -0.94699 -0.07443 0.31870
H 0.32035 1.95143 -1.81631
H 1.37638 0.61097 -1.73784
H 2.63895 -0.21689 0.84464
H 1.63818 -2.39718 0.53985
H 1.91969 2.03354 -1.14351
H -1.24213 -2.14092 0.59511
*
```

Properties
Energy relative to the best compared isomer or geometry (same formula, charge and spin) in kJ/mol: 158.9
HOMO-LUMO gap (spin up / spin down) in eV: 6.33 / 6.33
HOMO (spin up / spin down) in eV: -7.39 / -7.39
LUMO energy (spin up / spin down) in eV: -1.06 / -1.06



Entry from OMol25: one molecule with the formula C5H6F2 at a distorted geometry (ωB97M-V/def2-TZVPD).

Geometry as ORCA input:
```
! RIJCOSX wB97M-V def2-TZVPD def2/J DEFGRID3
* xyz 0 1
F 2.31742 -0.57088 -1.31610
F 0.19603 -0.28330 -2.31882
C -0.37933 0.06503 -0.07814
C -1.51936 0.02773 0.92875
C 2.14060 0.03560 -0.10786
C 0.98603 0.32073 0.45850
C -0.70072 -0.13505 -1.34225
H 1.00088 0.76507 1.45490
H -1.30790 -0.69374 1.71742
H -1.69953 0.93436 1.46964
H -2.43551 -0.31765 0.40891
H 3.10467 0.19209 0.39071
H -1.70329 -0.33999 -1.66567
*
```

Properties
Energy relative to the best compared isomer or geometry (same formula, charge and spin) in kJ/mol: 27.4
HOMO-LUMO gap in eV: 9.85
HOMO in eV: -8.85
LUMO energy in eV: 1.00
SMILES string: CC(/C=C\F)=C/F



Entry from OMol25: one molecule with the formula C5H6F2N2 at a distorted geometry (ωB97M-V/def2-TZVPD).

Geometry as ORCA input:
```
! RIJCOSX wB97M-V def2-TZVPD def2/J DEFGRID3
* xyz 0 1
F 2.84457 0.30291 0.01009
F -2.46665 0.48467 -0.60707
N -1.31858 -0.37104 1.23040
N -0.50584 1.46601 -0.00989
C -0.34119 -0.87368 -1.09262
C -1.23311 0.25935 -0.03158
C 0.74382 1.39947 0.11961
C 1.49778 0.10488 0.17648
C 0.95152 -0.82179 -0.88488
H 1.31197 2.31907 0.13036
H -1.86068 0.19622 1.87515
H 1.35482 -0.35861 1.16670
H -1.73968 -1.28983 1.14926
H 1.68740 -1.38625 -1.43811
H -0.92616 -1.43139 -1.79388
*
```

Properties
Energy relative to the best compared isomer or geometry (same formula, charge and spin) in kJ/mol: 127.1
HOMO-LUMO gap in eV: 10.61
HOMO in eV: -9.90
LUMO energy in eV: 0.70
SMILES string: N[C@]1(F)C=C[C@@H](F)C=N1